The following is a quantum chemistry calculation of 8 unconnected molecules or ions with the total composition C50H100N8O12S, from OMol25.

Last column: Löwdin charge in e.
Geometry (Å):
C -1.50 -4.31 6.40  -0.12
C -2.42 -5.53 5.93  -0.24
C -3.96 -5.30 6.21  -0.20
C -4.82 -5.02 4.91  -0.20
C -5.14 -6.32 4.06  -0.21
C -4.08 -6.66 2.94  -0.21
C -3.97 -5.55 1.79  -0.18
C -2.61 -4.75 2.00  -0.20
C -2.36 -3.64 0.91  -0.08
C -1.20 -2.59 1.31  -0.40
N -0.45 -3.22 2.40  0.00
C 0.62 -4.14 1.97  -0.18
C 0.88 -5.13 3.23  -0.21
C 2.30 -4.75 3.85  -0.12
O -0.34 -2.57 0.13  -0.20
S 0.70 -1.33 0.00  0.73
O 0.50 -0.73 -1.34  -0.31
O 2.08 -1.85 0.00  -0.32
C 0.63 -0.11 1.36  -0.27
C 0.95 1.39 0.88  -0.14
C 2.52 1.61 1.06  -0.16
C 2.93 1.90 2.56  -0.24
O 4.31 2.34 2.63  -0.10
C -0.69 -0.15 2.22  -0.10
C -1.83 -1.16 1.70  -0.28
C -2.71 -1.36 3.01  -0.10
C -4.20 -1.76 2.85  -0.24
O -4.79 -1.65 4.19  -0.10
C -2.60 -0.58 0.45  -0.07
C -2.50 0.96 0.18  -0.15
C -1.87 1.41 -1.08  -0.04
C -1.74 2.84 -1.44  -0.07
C -2.25 3.90 -0.56  -0.06
C -2.89 3.48 0.68  -0.05
C -3.02 2.04 1.03  -0.21
C -3.77 1.75 2.37  -0.05
H -0.43 -4.68 6.32  0.06
H -1.65 -3.46 5.69  0.06
H -1.66 -4.04 7.47  0.07
H -2.09 -6.41 6.55  0.10
H -2.17 -5.69 4.84  0.07
H -4.07 -4.37 6.84  0.11
H -4.41 -6.13 6.84  0.11
H -4.40 -4.19 4.29  0.08
H -5.82 -4.65 5.30  0.11
H -6.19 -6.21 3.66  0.11
H -5.16 -7.20 4.77  0.11
H -4.45 -7.61 2.43  0.10
H -3.08 -6.93 3.38  0.10
H -4.88 -4.88 1.87  0.10
H -3.97 -6.12 0.82  0.11
H -2.72 -4.24 3.00  0.09
H -1.80 -5.52 2.06  0.11
H -2.06 -4.18 -0.04  0.13
H -3.34 -3.14 0.69  0.11
H -0.16 -2.58 3.13  0.11
H 0.31 -4.84 1.14  0.13
H 1.61 -3.66 1.78  0.10
H 0.88 -6.21 2.89  0.07
H 0.13 -4.95 4.04  0.07
H 3.07 -4.57 3.04  0.07
H 2.67 -5.52 4.58  0.06
H 2.14 -3.74 4.34  0.07
H 1.49 -0.37 2.05  0.12
H 0.67 1.57 -0.18  0.09
H 0.47 2.08 1.62  0.12
H 3.02 0.63 0.80  0.11
H 2.92 2.39 0.38  0.09
H 2.25 2.66 3.05  0.12
H 2.89 0.92 3.12  0.11
H 4.76 1.79 3.29  0.08
H -0.41 -0.56 3.24  0.12
H -1.12 0.86 2.46  0.11
H -2.69 -0.38 3.57  0.11
H -2.24 -2.09 3.74  0.12
H -4.39 -2.82 2.53  0.09
H -4.82 -1.10 2.19  0.10
H -5.75 -1.62 4.02  0.09
H -2.22 -1.06 -0.51  0.13
H -3.71 -0.82 0.42  0.12
H -1.46 0.70 -1.84  0.09
H -1.28 3.17 -2.41  0.09
H -2.20 4.99 -0.79  0.10
H -3.31 4.25 1.36  0.10
H -4.35 2.68 2.65  0.08
H -2.99 1.63 3.18  0.08
H -4.51 0.92 2.33  0.07
C 2.70 3.87 -3.01  0.01
C 2.26 4.53 -1.73  -0.53
O 1.88 3.87 -0.76  0.00
N 2.30 5.88 -1.66  0.02
C 2.73 6.82 -2.68  -0.07
H 2.61 2.79 -2.91  0.09
H 2.06 4.20 -3.83  0.06
H 3.74 4.11 -3.22  0.07
H 2.00 6.24 -0.77  0.14
H 3.56 7.40 -2.29  0.05
H 1.89 7.49 -2.90  0.08
H 3.04 6.32 -3.60  0.07
C -0.71 3.73 -6.16  -0.01
C -0.21 5.10 -5.78  -0.53
O 0.96 5.30 -5.48  0.01
N -1.10 6.13 -5.78  0.00
C -2.51 6.10 -6.11  -0.08
H 0.11 3.02 -6.11  0.05
H -1.49 3.41 -5.46  0.08
H -1.10 3.74 -7.18  0.09
H -0.69 7.01 -5.51  0.14
H -2.69 6.78 -6.94  0.08
H -3.07 6.44 -5.24  0.08
H -2.84 5.10 -6.38  0.07
C 3.78 -9.35 2.37  -0.01
C 2.42 -8.88 2.82  -0.55
O 1.71 -8.18 2.12  0.02
N 2.00 -9.28 4.05  0.01
C 2.69 -10.10 5.02  -0.08
H 3.98 -8.96 1.37  0.08
H 4.55 -8.97 3.05  0.09
H 3.82 -10.44 2.32  0.08
H 1.08 -8.93 4.29  0.14
H 2.07 -10.98 5.23  0.08
H 2.81 -9.53 5.94  0.08
H 3.66 -10.42 4.67  0.07
C -8.20 3.78 -0.05  -0.01
C -6.78 3.31 0.18  -0.54
O -5.96 3.99 0.79  0.03
N -6.42 2.09 -0.31  0.02
C -7.23 1.15 -1.04  -0.08
H -8.33 4.76 0.40  0.08
H -8.40 3.85 -1.12  0.08
H -8.90 3.09 0.42  0.08
H -5.46 1.85 -0.11  0.12
H -7.26 0.21 -0.48  0.08
H -6.76 0.97 -2.01  0.08
H -8.25 1.51 -1.19  0.07
C 7.11 4.11 -4.82  -0.01
C 7.03 4.87 -6.12  -0.56
O 7.88 5.70 -6.44  0.02
N 5.98 4.62 -6.94  0.00
C 4.89 3.68 -6.74  -0.07
H 7.99 4.43 -4.27  0.08
H 6.23 4.33 -4.20  0.07
H 7.18 3.04 -5.01  0.08
H 5.99 5.16 -7.79  0.14
H 4.89 2.96 -7.56  0.08
H 3.95 4.24 -6.76  0.08
H 4.97 3.15 -5.79  0.07
C 7.41 7.95 -0.71  -0.01
C 5.97 7.81 -0.29  -0.54
O 5.05 8.19 -1.00  0.01
N 5.71 7.23 0.91  0.01
C 6.65 6.71 1.88  -0.07
H 7.46 8.42 -1.68  0.09
H 7.95 8.57 0.01  0.08
H 7.88 6.96 -0.78  0.09
H 4.72 7.17 1.12  0.14
H 6.44 5.65 2.04  0.08
H 6.51 7.24 2.82  0.08
H 7.68 6.82 1.55  0.07
C 0.40 -0.38 -5.83  0.00
C 1.25 0.32 -6.85  -0.53
O 1.29 1.55 -6.94  0.01
N 1.99 -0.44 -7.70  0.00
C 2.08 -1.89 -7.75  -0.08
H -0.13 0.36 -5.23  0.08
H -0.34 -1.01 -6.32  0.09
H 1.02 -0.98 -5.16  0.09
H 2.54 0.10 -8.35  0.14
H 3.12 -2.18 -7.60  0.08
H 1.76 -2.21 -8.75  0.08
H 1.45 -2.36 -7.00  0.07

The HOMO-LUMO gap comes out at 8.7 eV. The value obtained for the highest occupied orbital energy is -8.39 eV. As for the total charge: 0. Its structure (SMILES) is CCCCCCCCC[C@@]1(NCCC)OS(=O)(=O)[C@@H](CCCO)C[C@@]1(CCO)Cc1ccccc1C.CNC(C)=O.CNC(C)=O.CNC(C)=O.CNC(C)=O.CNC(C)=O.CNC(C)=O.CNC(C)=O. The calculation puts the total energy at -100796.235 eV. For the LUMO energy, the calculation gives 0.35 eV.

---

The following is a quantum chemistry calculation of a single C24H24N2O7S molecule, from OMol25.

Last column: natural (NBO) charge in e.
Geometry (Å):
C -0.66 -0.78 -7.75  -0.64
C -1.88 -0.27 -6.99  -0.06
O -1.53 0.64 -5.96  -0.49
C -0.98 0.18 -4.80  0.28
C -0.82 -1.15 -4.45  -0.29
C -0.26 -1.49 -3.23  -0.24
C 0.16 -0.51 -2.34  0.20
C 0.01 0.83 -2.69  -0.25
C -0.55 1.16 -3.91  -0.22
H -0.67 2.20 -4.19  0.22
H 0.34 1.60 -2.02  0.22
N 0.70 -0.86 -1.10  -0.88
S 1.72 0.11 -0.20  2.33
O 2.60 0.87 -1.04  -0.92
O 2.29 -0.79 0.76  -0.96
C 0.57 1.20 0.62  -0.36
C 0.67 2.57 0.52  -0.18
C -0.27 3.36 1.18  -0.30
C -1.25 2.78 1.97  0.29
C -1.30 1.38 2.11  0.19
C -0.41 0.60 1.38  -0.20
H -0.45 -0.47 1.42  0.25
N -2.26 0.82 2.94  -0.63
C -2.13 -0.30 3.73  0.68
O -3.09 -0.78 4.29  -0.57
C -0.73 -0.79 3.85  -0.15
C -0.37 -2.05 3.38  -0.22
C 0.97 -2.43 3.37  0.21
C 1.94 -1.56 3.87  0.31
C 1.56 -0.34 4.41  -0.24
C 0.24 0.05 4.39  -0.21
H -0.04 1.01 4.78  0.22
H 2.33 0.30 4.82  0.23
O 3.27 -1.88 3.83  -0.49
C 3.56 -2.88 2.88  -0.11
C 2.61 -4.06 3.08  -0.09
H 2.82 -4.86 2.38  0.20
O 1.28 -3.66 2.85  -0.48
H 2.71 -4.43 4.11  0.18
H 4.60 -3.17 3.04  0.20
H 3.42 -2.46 1.87  0.21
H -1.11 -2.72 2.98  0.23
H -3.13 1.33 3.03  0.42
O -2.20 3.47 2.66  -0.50
C -2.23 4.87 2.56  -0.25
H -3.07 5.19 3.18  0.21
H -2.39 5.20 1.53  0.18
H -1.31 5.32 2.95  0.18
H -0.20 4.44 1.08  0.23
H 1.45 3.01 -0.07  0.24
H 0.83 -1.84 -0.93  0.42
H -0.14 -2.53 -2.97  0.21
H -1.14 -1.95 -5.10  0.22
H -2.52 0.31 -7.65  0.19
H -2.46 -1.10 -6.58  0.17
H 0.01 -1.32 -7.10  0.21
H -0.98 -1.43 -8.56  0.21
H -0.12 0.06 -8.18  0.22

The HOMO-LUMO gap comes out at 8.5 eV. The value obtained for the highest occupied orbital energy is -8.00 eV. As for the total charge: 0. Its structure (SMILES) is CCOc1ccc(NS(=O)(=O)c2ccc(OC)c(NC(=O)c3ccc4c(c3)OCCO4)c2)cc1. The calculation puts the total energy at -53424.566 eV. For the LUMO energy, the calculation gives 0.53 eV. The value obtained for the energy relative to the best compared isomer or geometry (same formula, charge and spin) is 1.701 eV.